Molecular formula: C7H9N2O2
Method: DFT, wB97M-V/def2-TZVPD

The HOMO energy (spin up / spin down) comes out at -10.93 / -14.38 eV. For the energy relative to the best compared isomer or geometry (same formula, charge and spin), the calculation gives 47.70 kcal per mole. As for the gap between HOMO and LUMO (spin up / spin down): 6.0 / 6.6 eV.

The geometry in ORCA input format:
```
! RIJCOSX wB97M-V def2-TZVPD def2/J DEFGRID3
* xyz 1 3
C 0.03068 -1.35784 1.97367
C -0.35556 -0.02758 1.74642
C 0.26033 -2.11817 0.89371
C 0.01475 0.55409 0.59815
C -0.55461 1.96194 0.32419
C 0.51101 -1.46382 -0.41238
C 1.82547 0.53366 -0.93281
N -1.22798 1.04259 -1.82140
N 0.90315 -0.07529 -0.26837
O -0.50066 2.84263 1.12535
O -1.01696 2.22430 -0.92873
H -0.28714 -1.70236 2.96494
H -1.15703 0.41696 2.30708
H 0.42024 -3.17421 1.08813
H 1.22533 -1.93767 -1.05514
H -0.59047 -1.28362 -0.87304
H -1.56761 1.48095 -2.78581
H 1.69132 1.57551 -0.80159
H 2.39831 0.02335 -1.67322
H -2.02257 0.48458 -1.46916
*
```

=====

Molecular formula: C3H4ClF
Method: DFT, wB97M-V/def2-TZVPD

Its structure (SMILES) is C=C[C@@H](F)Cl. The HOMO energy comes out at -10.14 eV. For the energy relative to the best compared isomer or geometry (same formula, charge and spin), the calculation gives 42.19 kcal per mole. As for the gap between HOMO and LUMO: 10.9 eV.

The geometry in ORCA input format:
```
! RIJCOSX wB97M-V def2-TZVPD def2/J DEFGRID3
* xyz 0 1
C -0.94025 0.42154 0.50084
C 0.38710 -0.52704 0.42198
C 1.29064 -0.23993 -0.57421
H -1.14663 0.60162 1.52451
H -0.03623 -1.63822 0.41559
H 2.08218 -0.85392 -0.81756
H 1.07787 0.86539 -0.87297
F -0.46356 1.57415 -0.22486
Cl -2.25111 -0.20358 -0.37333
*
```

=====

Molecular formula: C47H64BIN2PPt
Method: DFT, wB97M-V/def2-TZVPD

The HOMO energy (spin up / spin down) comes out at -3.03 / -4.65 eV. For the energy relative to the best compared isomer or geometry (same formula, charge and spin), the calculation gives 0.00 kcal per mole. As for the gap between HOMO and LUMO (spin up / spin down): 5.4 / 6.7 eV.

The geometry in ORCA input format:
```
! RIJCOSX wB97M-V def2-TZVPD def2/J DEFGRID3
* xyz -1 3
Pt 0.88216 0.55502 0.48866
C 4.07216 2.84172 1.56402
C 4.41050 1.37152 1.33179
P 3.23072 0.53081 0.19959
C 3.95509 -1.15164 0.11322
C 5.34040 -1.36946 -0.48635
C 3.53423 1.32180 -1.43715
C 4.95640 1.67153 -1.87068
H 4.81198 3.31621 2.21156
H 3.09150 2.94547 2.03233
H 4.04826 3.40189 0.62648
H 4.33877 0.81844 2.27291
H 5.43735 1.25445 0.97407
H 3.21736 -1.75607 -0.41474
H 3.92244 -1.50324 1.14984
H 5.32426 -1.25170 -1.56990
H 5.68402 -2.38485 -0.27676
H 6.08533 -0.68106 -0.08283
H 2.92994 2.23143 -1.41812
H 3.03335 0.67927 -2.16858
H 5.47912 2.24771 -1.10450
H 4.92932 2.28506 -2.77397
H 5.55808 0.79227 -2.08921
I -0.11980 3.63363 1.79293
C 0.85052 2.60942 0.12514
H 0.29563 2.96117 -0.73605
H 1.80905 3.12529 0.11661
C -1.24210 4.53986 -2.23731
C -1.71092 3.08458 -2.22871
C -3.10314 3.00135 -2.86815
C -0.77292 2.12153 -2.93457
C -0.01232 2.57101 -4.00739
C 0.76522 1.69818 -4.75084
C 0.77839 0.35547 -4.42727
C 0.05238 -0.13213 -3.34251
C 0.06732 -1.61385 -3.04314
C -0.82901 -2.36325 -4.03250
C 1.47756 -2.19743 -3.05445
C -0.71259 0.75850 -2.58102
N -1.46021 0.30014 -1.45276
B -1.12821 0.46132 -0.02664
N -2.44447 0.24113 0.60815
C -3.35576 -0.17545 -0.37378
C -2.77804 -0.14272 -1.58500
C -2.99141 0.75838 1.83048
C -3.84414 1.87526 1.77599
C -4.42237 2.34203 2.95310
C -4.15898 1.74166 4.16783
C -3.30794 0.65120 4.21353
C -2.72132 0.14120 3.06088
C -1.84378 -1.08662 3.12963
C -1.20107 -1.29440 4.49745
C -2.63423 -2.33161 2.71713
C -4.17612 2.60735 0.48686
C -3.94474 4.11589 0.60312
C -5.62159 2.33948 0.05890
H -1.86927 5.12543 -1.56284
H -1.32678 4.98311 -3.23298
H -0.20938 4.64342 -1.90191
H -1.78665 2.76919 -1.18611
H -3.04195 3.28265 -3.92326
H -3.79701 3.68563 -2.37430
H -3.51516 1.99533 -2.80286
H -0.03313 3.62003 -4.27317
H 1.34896 2.06542 -5.58674
H 1.36785 -0.33083 -5.02307
H -0.34036 -1.74323 -2.04134
H -0.45459 -2.24914 -5.05419
H -1.85205 -1.98230 -4.00666
H -0.85034 -3.42816 -3.79214
H 1.94488 -2.10812 -4.03856
H 1.45185 -3.25625 -2.79440
H 2.10886 -1.68262 -2.32822
H -4.36141 -0.46603 -0.11496
H -3.20147 -0.40930 -2.54097
H -5.08095 3.20170 2.91355
H -4.60855 2.12290 5.07699
H -3.09524 0.18670 5.16659
H -1.04276 -0.94001 2.40552
H -1.94210 -1.57086 5.25366
H -0.68344 -0.39398 4.83284
H -0.47022 -2.10068 4.44617
H -3.44357 -2.52191 3.42890
H -1.98031 -3.20716 2.69475
H -3.07328 -2.20954 1.72515
H -3.52138 2.22732 -0.29395
H -4.67317 4.58140 1.27148
H -4.05804 4.58921 -0.37568
H -2.94488 4.33338 0.97582
H -6.31868 2.71681 0.81194
H -5.81239 1.27426 -0.07199
H -5.84022 2.84353 -0.88623
C 1.22396 -5.91730 -1.59234
C 2.15153 -5.20508 -0.83402
C 1.78580 -4.05953 -0.15657
C 0.45546 -3.56610 -0.21518
C -0.47568 -4.32372 -0.97528
C -0.09731 -5.46455 -1.64651
C 0.03462 -2.39398 0.44513
C 0.83567 -1.42245 1.17301
C 1.42960 -1.78844 2.41524
C 2.08264 -0.82408 3.23328
C 2.67554 -1.16556 4.42995
C 2.65388 -2.48344 4.89022
C 2.00120 -3.44798 4.12518
C 1.39681 -3.11625 2.92851
H 1.51942 -6.81302 -2.12344
H 3.17585 -5.55468 -0.77165
H 2.51289 -3.53033 0.44316
H -1.50040 -3.97130 -1.03151
H -0.83125 -6.01293 -2.22602
H -1.02795 -2.16302 0.35599
H 2.06711 0.21025 2.90781
H 3.14991 -0.39449 5.02726
H 3.12094 -2.74751 5.83064
H 1.95445 -4.47292 4.47645
H 0.88006 -3.88293 2.36654
*
```

=====

Molecular formula: C5H8O
Method: DFT, wB97M-V/def2-TZVPD

Its structure (SMILES) is C[C@H]1O[C@H]2C[C@H]21. The HOMO energy comes out at -9.27 eV. For the energy relative to the best compared isomer or geometry (same formula, charge and spin), the calculation gives 53.94 kcal per mole. As for the gap between HOMO and LUMO: 10.4 eV.

The geometry in ORCA input format:
```
! RIJCOSX wB97M-V def2-TZVPD def2/J DEFGRID3
* xyz 0 1
C -1.70515 -0.68311 0.10415
C -0.74888 0.42321 -0.28222
O -0.17215 1.16085 0.83433
C 1.14018 1.00378 0.27431
C 1.50627 -0.43038 0.37342
C 0.63999 0.06648 -0.77120
H -2.56977 -0.28546 0.64454
H -1.20298 -1.42348 0.73337
H -2.07191 -1.18839 -0.79841
H -1.23340 1.13924 -0.96089
H 1.81922 1.84502 0.29618
H 2.48411 -0.77494 0.04550
H 1.13782 -0.84029 1.30443
H 0.97664 -0.01254 -1.79752
*
```

=====

Molecular formula: C39H45Br2F5N5O22P2S
Method: DFT, wB97M-V/def2-TZVPD

The HOMO energy comes out at -10.56 eV. For the energy relative to the best compared isomer or geometry (same formula, charge and spin), the calculation gives 37.72 kcal per mole. As for the gap between HOMO and LUMO: 7.0 eV.

The geometry in ORCA input format:
```
! RIJCOSX wB97M-V def2-TZVPD def2/J DEFGRID3
* xyz 1 1
C 5.14296 3.97181 0.26910
P 3.92970 4.94433 -0.72081
C 4.62555 5.54021 -2.31100
N 2.38639 4.09022 -0.94162
C 2.24464 2.81135 -0.44941
N 2.80970 1.81110 -1.12102
C 2.75177 0.43074 -0.52357
N 3.90230 -0.39949 -0.83548
P 3.61791 1.98819 -2.66302
N 5.09264 2.36297 -2.43761
O 3.46685 0.58908 -3.46265
O 2.81542 3.01576 -3.58555
N 1.53426 2.90458 0.69126
C 0.99117 1.80725 1.47725
C 1.89812 1.32382 2.64255
C 1.25090 0.04080 3.13114
Br 2.09199 -0.68763 4.72225
C 0.90346 4.21953 0.80490
C -0.64272 4.29077 0.90722
C -1.40652 3.26276 0.02324
C -2.29674 3.95698 -1.01758
Br -3.67358 5.01910 -0.11709
S 1.70512 4.97540 2.28699
O 2.93496 4.32979 2.59542
O 1.95744 6.36827 2.13899
C 0.65849 4.84155 3.82699
F 0.06293 3.65775 3.96332
F 1.50862 4.94150 4.80864
C -0.40646 6.00220 4.00713
F -0.01393 6.82755 4.91565
F -1.51281 5.43533 4.47876
F -0.73977 6.59409 2.89346
C 1.18968 4.85329 -0.57559
C 1.18209 6.35281 -0.71940
O 1.24722 6.65841 -2.11770
O 1.79638 7.93740 -2.18874
H 6.03734 3.79807 -0.33215
H 4.77300 3.01959 0.64797
H 5.44460 4.61484 1.09378
H 4.91669 6.58367 -2.19549
H 5.46642 4.96006 -2.69568
H 3.84474 5.50502 -3.07494
H 2.75137 0.45192 0.55869
H 1.88411 -0.08181 -0.93950
H 3.72303 -1.00279 -1.62370
H 4.75108 0.14318 -0.93437
H 5.66122 1.61662 -2.83156
H 4.03245 0.67728 -4.24795
H 1.89668 2.69340 -3.64076
H 0.02454 2.00021 1.94154
H 0.82176 0.91919 0.86518
H 2.92342 1.12721 2.31955
H 1.96445 2.06020 3.43884
H 1.27144 -0.71651 2.34602
H 0.19579 0.18415 3.36782
H -1.03125 4.19483 1.92257
H -0.95624 5.28152 0.58181
H -0.68593 2.65696 -0.54149
H -2.01917 2.60650 0.63769
H -1.69372 4.59205 -1.66287
H -2.77735 3.15986 -1.57129
H 0.48309 4.53093 -1.35270
H 2.01009 6.86795 -0.24149
H 0.25754 6.80187 -0.33765
H 1.07095 8.54432 -2.40285
C 3.01008 -3.38695 0.43261
C 3.62529 -4.51641 0.81226
C 2.87894 -5.62774 1.49154
O 3.48517 -6.63383 1.79480
C 1.45784 -5.43769 1.75739
C 0.84889 -4.30836 1.38045
C 1.59041 -3.21208 0.67801
O 0.97869 -2.20479 0.34107
O -0.44795 -4.09249 1.60579
O 4.91865 -4.71760 0.61131
H 3.53648 -2.57920 -0.05905
H 0.93325 -6.23632 2.26259
H -0.64182 -3.21070 1.23681
H 5.11337 -5.60512 0.97494
C 8.17622 -8.63329 5.19443
C 7.62775 -9.66451 4.53940
C 6.32694 -9.52778 3.80492
O 5.88589 -10.49231 3.21151
C 5.64936 -8.23615 3.84303
C 6.19686 -7.20879 4.50030
C 7.50968 -7.33774 5.21136
O 7.96457 -6.36041 5.77587
O 5.61246 -6.00915 4.56357
O 8.20008 -10.86455 4.49909
H 9.11390 -8.71879 5.72515
H 4.70407 -8.15242 3.32516
H 6.21419 -5.45119 5.09462
H 7.60635 -11.42679 3.96401
C -7.05993 2.39292 -3.94384
C -6.06781 2.73127 -3.11493
C -5.61164 1.81476 -2.02128
O -4.68435 2.16510 -1.30568
C -6.29786 0.54458 -1.85680
C -7.29660 0.20157 -2.68242
C -7.73739 1.10583 -3.79843
O -8.63215 0.74402 -4.52941
O -7.94486 -0.95256 -2.55685
O -5.42931 3.90159 -3.21362
H -7.39621 3.04483 -4.73770
H -5.96942 -0.09811 -1.05201
H -8.63672 -1.00156 -3.26849
H -4.76512 3.90802 -2.49961
C -9.88822 -5.40895 -2.60704
C -9.50747 -4.14117 -2.80860
C -10.08833 -3.31862 -3.93192
O -9.73464 -2.15685 -4.07982
C -11.05671 -3.94730 -4.81186
C -11.43208 -5.21716 -4.60835
C -10.87766 -6.03000 -3.47713
O -11.26966 -7.17069 -3.33230
O -12.31209 -5.82745 -5.39051
O -8.60083 -3.55479 -2.02470
H -9.48346 -6.01076 -1.80580
H -11.45204 -3.35207 -5.62282
H -12.41053 -6.73124 -5.03005
H -8.48085 -2.64195 -2.35245
*
```

=====

Molecular formula: C5H9NO
Method: DFT, wB97M-V/def2-TZVPD

The HOMO energy comes out at -8.70 eV. For the energy relative to the best compared isomer or geometry (same formula, charge and spin), the calculation gives 99.08 kcal per mole. As for the gap between HOMO and LUMO: 9.6 eV.

The geometry in ORCA input format:
```
! RIJCOSX wB97M-V def2-TZVPD def2/J DEFGRID3
* xyz 0 1
O -2.90233 -0.36377 0.34358
C -2.01525 -0.12009 -0.58326
C -0.94138 0.79847 -0.05187
C 0.42139 0.11596 -0.08653
C 1.45661 0.52339 -1.05791
N 1.51940 0.98296 0.33250
C 0.40735 -1.31786 0.39140
H -2.69919 0.10895 1.18684
H -0.24703 -1.92647 -0.24274
H -1.12752 1.13717 0.99159
H -0.92166 1.69184 -0.68734
H 1.23899 1.29852 -1.78750
H 2.16142 -0.23745 -1.39213
H 2.20866 0.44312 0.85137
H 1.41163 -1.75616 0.37341
H 0.02889 -1.37857 1.41861
*
```

=====

Molecular formula: C20H25Cl8NO2
Method: DFT, wB97M-V/def2-TZVPD

Its structure (SMILES) is C#CCCCN1C(=O)c2cccc(CCC)c2C1=O.ClCCl.ClCCl.ClCCl.ClCCl. The HOMO energy comes out at -9.30 eV. As for the gap between HOMO and LUMO: 8.8 eV.

The geometry in ORCA input format:
```
! RIJCOSX wB97M-V def2-TZVPD def2/J DEFGRID3
* xyz 0 1
C -1.87998 1.55138 3.89307
C -1.58281 2.58932 3.30867
C -1.03300 3.85514 2.51734
C 0.11885 3.28638 1.56266
C 0.41310 4.14943 0.26625
N 1.41949 3.53285 -0.64399
C 2.73509 3.24587 -0.07702
O 3.61989 4.07315 0.02390
C 2.74427 1.71497 0.27811
C 3.55056 0.92232 1.23951
C 3.22959 -0.56202 1.31249
C 2.14388 -1.15646 0.44085
C 1.33424 -0.34079 -0.55501
C 0.23362 -0.97671 -1.49857
C -0.56830 -2.20508 -0.85455
C -1.82183 -1.74649 0.07189
C 1.64554 1.13815 -0.60148
C 1.04505 2.34816 -1.42483
O 0.45333 2.29563 -2.48741
H -1.89533 0.45189 4.13065
H -1.84151 4.43611 2.00291
H -0.51044 4.49277 3.30913
H 1.08341 3.10486 2.13500
H -0.22935 2.25798 1.21350
H 0.85689 5.13936 0.61018
H -0.55377 4.33595 -0.31036
H 4.33498 1.42146 1.86701
H 3.81516 -1.16266 2.06320
H 1.95002 -2.26549 0.54968
H 0.79240 -1.39827 -2.40508
H -0.46477 -0.19851 -1.93272
H -1.04717 -2.76786 -1.72646
H 0.09618 -2.95839 -0.33302
H -1.79097 -2.37433 1.01778
H -1.68703 -0.64063 0.30331
H -2.79683 -1.91290 -0.48689
C 0.54274 -6.37217 -0.68333
Cl 1.15035 -5.04567 0.31756
Cl -0.84294 -5.86252 -1.65287
H 1.33662 -6.70352 -1.34872
H 0.23770 -7.19108 -0.03514
C -2.96620 2.14431 -0.61991
Cl -2.40633 0.53284 -1.04087
Cl -2.65471 2.47317 1.08422
H -2.42639 2.86999 -1.22667
H -4.03396 2.22423 -0.81380
C 0.32999 3.16577 -5.63378
Cl 0.15081 4.82127 -6.22981
Cl -0.44466 2.00636 -6.72185
H 1.38892 2.92918 -5.56186
H -0.13111 3.09172 -4.65247
C -1.35532 -6.58024 3.33459
Cl -1.64049 -4.96082 2.68926
Cl -2.05458 -7.82045 2.28615
H -0.28282 -6.74585 3.40970
H -1.81005 -6.65306 4.31991
*
```

=====

Molecular formula: C3H9NO4S
Method: DFT, wB97M-V/def2-TZVPD

The HOMO energy (spin up / spin down) comes out at -5.85 / -10.81 eV. For the energy relative to the best compared isomer or geometry (same formula, charge and spin), the calculation gives 30.29 kcal per mole. As for the gap between HOMO and LUMO (spin up / spin down): 6.3 / 7.2 eV.

The geometry in ORCA input format:
```
! RIJCOSX wB97M-V def2-TZVPD def2/J DEFGRID3
* xyz 0 3
C 1.37244 -1.98450 -0.21941
C 1.26005 -0.50492 0.31631
C 0.24183 0.16892 -0.43801
N 0.26400 0.78963 -1.52081
O -1.64902 -1.58002 -0.21634
O -2.35960 0.79728 -0.44909
O -1.60122 -0.08067 1.71932
O -0.83574 2.45244 0.49921
S -1.44615 -0.23270 0.29730
H 1.56474 -2.63105 0.60102
H 2.08783 -2.10274 -0.95615
H 0.28604 -2.22010 -0.50810
H 0.90694 -0.66493 1.32547
H 2.25759 -0.03644 0.54876
H -1.84026 1.38180 -1.03721
H -0.10260 2.73450 1.02319
H 1.24227 1.03129 -1.92155
H -1.64912 2.68223 0.93607
*
```

=====

no.,strongest force on any atom (eV/A)
1,5.266
2,5.970
3,0.106
4,0.778
5,3.072
6,0.437
7,3.516
8,6.557